1.
This record from OMol25 describes a structure of composition C10H19N2 at a distorted geometry. The level of theory is ωB97M-V/def2-TZVPD.

XYZ file:
```
31
Properties=species:S:1:pos:R:3:mulliken_charge:R:1
C -1.595 -2.663 0.191 -0.71
C -2.341 -1.549 0.964 -0.59
C -0.334 -1.835 -0.465 -0.64
C 1.666 0.582 -0.290 -0.36
C 0.932 1.311 0.781 0.20
C -2.007 -0.278 0.198 -0.09
C 0.325 1.102 -0.587 1.31
C 2.988 1.271 -0.838 -1.66
C 0.372 0.833 2.127 -1.51
C -0.311 1.953 -1.493 -1.34
N -1.930 -0.307 -1.216 -0.87
N -0.751 -0.390 -0.459 0.43
H -1.209 -3.518 0.830 0.36
H -2.349 -3.040 -0.620 0.30
H -3.425 -1.673 1.134 0.44
H -1.912 -1.357 1.970 0.29
H 0.460 -1.873 0.243 0.50
H -0.113 -2.371 -1.361 0.21
H 1.832 -0.477 -0.142 0.29
H 1.171 2.383 0.831 0.41
H -2.245 0.665 0.668 0.45
H 3.019 2.401 -1.147 0.32
H 3.301 0.650 -1.644 0.47
H 3.808 1.078 -0.094 0.38
H -0.278 1.642 2.541 0.37
H 1.212 0.803 2.875 0.40
H -0.061 -0.126 2.203 0.26
H 0.360 2.121 -2.367 0.33
H -0.449 2.961 -1.044 0.36
H -1.322 1.747 -1.862 0.41
H -2.207 -1.154 -1.727 0.28
```

Output
LUMO level, eV: -2.54
E_tot, eV: -13647.5537
Total charge: +1
Frontier orbital gap, eV: 11.28
ΔE to the lowest compared entry with this formula, charge and spin, eV: 5.3685

2.
This record from OMol25 describes the molecule C5H10O2 at a distorted geometry. The level of theory is ωB97M-V/def2-TZVPD.

XYZ file:
```
17
Properties=species:S:1:pos:R:3:mulliken_charge:R:1
C 1.832 -0.080 -0.959 -1.38
C 0.911 0.266 0.199 0.26
O 0.230 1.489 -0.063 -0.43
C -1.171 1.354 0.165 -0.44
C -1.496 -0.114 -0.003 -0.68
C -0.208 -0.729 0.499 0.02
O -0.006 -2.052 0.054 -0.53
H 2.553 0.733 -1.101 0.37
H 1.266 -0.202 -1.887 0.31
H 2.383 -1.004 -0.756 0.34
H 1.516 0.352 1.116 0.20
H -1.701 1.975 -0.559 0.29
H -1.436 1.686 1.179 0.28
H -2.353 -0.439 0.598 0.32
H -1.686 -0.386 -1.045 0.28
H -0.298 -0.810 1.623 0.34
H -0.290 -2.298 0.939 0.46
```

Output
LUMO level, eV: 0.74
E_tot, eV: -9441.0264
Frontier orbital gap, eV: 10.40
SMILES string: C[C@H]1OCC[C@H]1O
ΔE to the lowest compared entry with this formula, charge and spin, eV: 2.0166

3.
This record from OMol25 describes the molecule C10H11NO2 at a distorted geometry. The level of theory is ωB97M-V/def2-TZVPD.

XYZ file:
```
24
Properties=species:S:1:pos:R:3:mulliken_charge:R:1
C 0.648 -1.464 1.923 0.31
C -0.826 -1.195 1.461 0.20
C -0.922 0.333 1.399 -1.15
C -0.267 0.881 0.097 1.11
C -0.189 2.273 -0.235 -0.93
C 0.180 2.705 -1.453 -0.13
C 0.678 1.846 -2.447 -0.72
C 0.542 0.517 -2.180 -0.53
C 0.045 -0.027 -0.978 0.69
C 0.181 -1.481 -0.696 -1.18
H 1.598 -2.938 2.732 0.35
H -1.566 -1.602 2.178 0.38
H -1.934 0.649 1.333 0.46
H -0.398 0.784 2.248 0.43
H -0.389 3.045 0.481 0.39
H 0.021 3.924 -1.640 0.15
H 0.807 2.271 -3.499 0.26
H 0.804 -0.206 -2.993 0.23
H 1.074 -1.563 -0.217 0.45
H 0.212 -2.111 -1.694 0.36
H -1.708 -1.485 -0.341 0.36
N -0.890 -1.899 0.169 -0.54
O 0.777 -2.610 2.514 -0.45
O 1.520 -0.646 1.838 -0.52
```

Output
LUMO level, eV: 0.71
E_tot, eV: -16132.2186
Frontier orbital gap, eV: 9.38
SMILES string: O=C(O)[C@H]1Cc2ccccc2CN1
ΔE to the lowest compared entry with this formula, charge and spin, eV: 2.0725

4.
This record from OMol25 describes a cluster of 8 separate species, ClH16NO6 in total at a distorted geometry. The level of theory is ωB97M-V/def2-TZVPD.

XYZ file:
```
24
Properties=species:S:1:pos:R:3:mulliken_charge:R:1
N 2.377 -1.447 -3.432 -0.52
H 2.923 -0.822 -2.857 0.38
H 1.418 -1.312 -3.146 0.36
H 2.761 -2.363 -3.252 0.37
H 2.539 -1.090 -4.363 0.38
Cl -0.639 -0.306 0.153 -0.96
O 0.571 3.866 2.663 -0.64
H 0.396 3.096 2.122 0.33
H -0.194 3.938 3.233 0.32
O 3.735 -0.280 2.568 -0.63
H 4.399 0.086 1.983 0.30
H 2.913 -0.184 2.087 0.33
O -1.856 0.360 4.720 -0.64
H -1.723 0.314 3.773 0.33
H -2.151 -0.517 4.964 0.31
O 1.814 3.458 -2.955 -0.65
H 1.005 2.957 -2.853 0.33
H 1.667 3.996 -3.733 0.32
O -2.588 -4.269 1.072 -0.64
H -2.013 -4.989 0.814 0.30
H -2.133 -3.480 0.778 0.33
O -5.145 -0.178 -1.796 -0.65
H -5.658 -0.846 -1.342 0.32
H -4.418 0.011 -1.202 0.34
```

Output
LUMO level, eV: -2.10
E_tot, eV: -26555.2063
Frontier orbital gap, eV: 5.47
ΔE to the lowest compared entry with this formula, charge and spin, eV: 2.7946

5.
This record from OMol25 describes a structure of composition C3H4N2O2 at a distorted geometry. The level of theory is ωB97M-V/def2-TZVPD.

XYZ file:
```
11
Properties=species:S:1:pos:R:3:mulliken_charge:R:1
C 1.334 0.569 -0.132 -0.09
C -0.006 0.145 -0.264 0.33
C -2.001 0.097 0.135 0.23
H 1.373 -1.300 0.313 0.45
H 1.597 1.394 -0.916 0.27
H 1.242 0.989 0.963 0.20
H -3.177 -0.051 0.143 0.31
N -1.013 1.027 -0.043 -0.57
N -0.067 -1.185 -0.270 -0.40
O 2.208 -0.600 0.122 -0.58
O -1.491 -1.083 -0.051 -0.15
```

Output
LUMO level, eV: 0.22
E_tot, eV: -10246.3867
Frontier orbital gap, eV: 10.29
ΔE to the lowest compared entry with this formula, charge and spin, eV: 5.8784

6.
This record from OMol25 describes a cluster of 2 separate species, C2F5NO in total at a distorted geometry. The level of theory is ωB97M-V/def2-TZVPD.

XYZ file:
```
9
Properties=species:S:1:pos:R:3:mulliken_charge:R:1
C 0.679 0.781 0.613 0.57
C 0.721 -0.698 0.612 0.53
N -1.734 0.028 -0.678 0.17
O 0.186 1.624 1.308 -0.47
F 1.556 1.261 -0.357 -0.23
F 1.574 -1.328 -0.111 -0.18
F 0.346 -1.577 1.533 -0.19
F -2.046 -1.055 -1.417 -0.12
F -1.282 0.964 -1.502 -0.08
```

Output
LUMO level (alpha / beta), eV: -1.69 / -1.21
E_tot, eV: -19192.3405
Frontier orbital gap (alpha / beta), eV: 9.73 / 8.73
ΔE to the lowest compared entry with this formula, charge and spin, eV: 3.5553